[1]
Here is a 3-piece molecular cluster, C35H72FN2O5 overall from the OMol25 dataset. Energies are from wB97M-V/def2-TZVPD.

Geometry as XYZ:
```
115
C35H72FN2O5, DFT wB97M-V/def2-TZVPD
C 0.740 2.088 2.873
C 1.685 1.421 3.879
C 0.995 0.684 5.046
C -0.371 0.039 4.759
C -1.581 0.807 5.334
C -2.577 1.367 4.299
C -3.907 0.598 4.214
C -3.983 -0.484 3.132
C -4.549 0.028 1.809
C -4.233 -0.859 0.593
C -3.165 -0.309 -0.356
C -1.816 -0.048 0.337
C -1.062 1.149 -0.264
C -1.596 2.474 0.278
F -1.726 3.370 -0.764
N -0.922 -1.272 0.293
C -1.550 -2.585 -0.056
C -2.599 -2.508 -1.179
N -3.053 -1.178 -1.518
C -2.519 -0.610 -2.767
C -1.056 -0.881 -3.121
C -0.639 -0.116 -4.389
C -0.182 1.324 -4.156
C 1.130 1.432 -3.390
C 1.660 2.876 -3.292
C 1.699 3.439 -1.874
C 1.896 4.956 -1.862
C 0.637 5.746 -2.220
C -0.234 6.022 -1.006
O -1.539 6.342 -1.427
C -2.415 6.602 -0.354
H 0.216 1.333 2.279
H 1.318 2.681 2.162
H 0.018 2.740 3.362
H 2.317 2.203 4.305
H 2.361 0.756 3.341
H 1.674 -0.097 5.391
H 0.904 1.379 5.882
H -0.520 -0.119 3.687
H -0.361 -0.957 5.207
H -2.114 0.163 6.031
H -1.191 1.636 5.926
H -2.797 2.404 4.556
H -2.077 1.403 3.325
H -4.729 1.301 4.062
H -4.085 0.137 5.185
H -4.625 -1.294 3.483
H -2.988 -0.921 2.972
H -4.203 1.051 1.637
H -5.633 0.072 1.911
H -3.944 -1.848 0.957
H -5.121 -0.987 -0.024
H -3.528 0.665 -0.692
H -1.981 0.179 1.395
H 0.009 1.070 -0.050
H -1.198 1.182 -1.341
H -2.587 2.358 0.722
H -0.916 2.908 1.012
H -0.111 -1.097 -0.299
H -0.503 -1.382 1.213
H -0.734 -3.235 -0.370
H -1.953 -3.009 0.862
H -3.451 -3.113 -0.854
H -2.211 -3.002 -2.066
H -2.681 0.470 -2.726
H -3.126 -0.967 -3.602
H -0.369 -0.602 -2.319
H -0.923 -1.946 -3.322
H 0.202 -0.654 -4.836
H -1.460 -0.153 -5.107
H -0.024 1.781 -5.136
H -0.966 1.911 -3.666
H 1.873 0.807 -3.894
H 1.039 1.023 -2.378
H 1.054 3.533 -3.918
H 2.680 2.897 -3.679
H 0.793 3.180 -1.313
H 2.534 2.985 -1.330
H 2.690 5.205 -2.572
H 2.263 5.284 -0.885
H 0.905 6.703 -2.673
H 0.038 5.211 -2.959
H -0.251 5.145 -0.341
H 0.182 6.858 -0.430
H -3.260 7.170 -0.739
H -2.792 5.667 0.070
H -1.929 7.196 0.424
O 1.646 -1.950 0.685
C 2.215 -2.754 1.400
O 3.457 -3.076 1.094
C 4.270 -3.966 1.893
C 3.977 -5.406 1.547
C 1.518 -3.431 2.553
H 4.146 -3.745 2.953
H 5.290 -3.699 1.629
H 2.949 -5.679 1.787
H 4.642 -6.075 2.092
H 4.113 -5.574 0.480
H 0.993 -4.306 2.167
H 0.793 -2.742 2.982
H 2.184 -3.752 3.348
O 2.807 -6.226 -1.507
C 2.990 -5.370 -2.331
O 3.706 -5.673 -3.423
C 3.870 -4.776 -4.528
C 5.016 -3.810 -4.312
C 2.490 -3.955 -2.134
H 2.932 -4.263 -4.746
H 4.080 -5.427 -5.373
H 4.835 -3.151 -3.461
H 5.157 -3.191 -5.198
H 5.937 -4.358 -4.121
H 3.226 -3.404 -1.548
H 1.566 -4.006 -1.562
H 2.298 -3.412 -3.056
```

Computed properties:
HOMO level ... -0.4151 Eh
DFT total energy ... -1962.1283 a.u.
Orbital gap ... 0.3382 Ha
Total charge ... +1
LUMO level ... -2.0931 eV

[2]
Here is a 5-piece molecular cluster, C35H74BrN4O5P overall at a distorted geometry from the OMol25 dataset. Energies are from wB97M-V/def2-TZVPD.

Geometry as XYZ:
```
120
C35H74BrN4O5P, DFT wB97M-V/def2-TZVPD
C -1.205 -0.102 2.654
C -1.264 0.344 1.145
Br -0.056 -0.823 0.074
C -0.925 1.860 0.881
O -1.188 2.748 1.995
P -2.800 2.950 2.330
O -3.052 2.245 3.613
O -3.688 2.347 1.070
O -3.250 4.533 2.542
C -4.670 4.734 2.465
C -5.478 4.184 3.710
O -5.093 4.498 4.808
C -6.684 3.248 3.468
C -8.016 3.671 3.932
C -9.197 2.859 3.721
C -9.101 1.583 3.014
C -7.794 1.111 2.556
C -6.611 1.952 2.802
H -0.849 -1.169 2.702
H -0.617 0.577 3.315
H -2.264 -0.140 3.039
H -2.292 0.149 0.746
H 0.185 1.919 0.690
H -1.398 2.242 -0.068
H -3.721 2.988 0.328
H -5.154 4.346 1.533
H -4.838 5.850 2.460
H -8.081 4.646 4.472
H -10.196 3.192 4.083
H -9.970 0.923 2.792
H -7.665 0.147 2.011
H -5.642 1.538 2.447
C 1.290 7.808 6.702
C -0.107 8.168 6.210
N -0.299 7.928 4.788
C -1.507 8.544 4.256
C -2.853 8.045 4.786
C -0.033 6.574 4.323
C -0.818 5.432 4.971
H 2.058 8.312 6.111
H 1.406 8.120 7.742
H 1.470 6.731 6.663
H -0.250 9.235 6.406
H -0.848 7.635 6.820
H -1.504 8.458 3.164
H -1.447 9.622 4.449
H -3.108 7.063 4.386
H -3.647 8.730 4.472
H -2.880 7.998 5.876
H 1.034 6.370 4.460
H -0.176 6.530 3.239
H -0.847 5.507 6.060
H -0.344 4.478 4.726
H -1.840 5.382 4.598
C -0.066 -5.486 -6.080
C -0.067 -3.994 -5.768
N -0.245 -3.699 -4.354
C -0.549 -2.299 -4.091
C 0.520 -1.265 -4.442
C 0.714 -4.311 -3.443
C 2.199 -4.016 -3.665
H -0.961 -5.971 -5.686
H -0.049 -5.636 -7.161
H 0.813 -5.987 -5.667
H -0.900 -3.552 -6.324
H 0.852 -3.545 -6.169
H -0.822 -2.181 -3.038
H -1.460 -2.042 -4.644
H 1.347 -1.282 -3.732
H 0.087 -0.262 -4.399
H 0.919 -1.402 -5.449
H 0.575 -5.396 -3.482
H 0.453 -4.047 -2.413
H 2.492 -4.109 -4.713
H 2.803 -4.728 -3.096
H 2.471 -3.020 -3.316
C 2.186 -4.469 0.820
C 1.398 -5.570 1.519
N 0.792 -6.519 0.597
C -0.199 -7.381 1.227
C 0.282 -8.346 2.313
C 1.699 -7.180 -0.329
C 2.869 -7.974 0.258
H 1.573 -3.958 0.075
H 2.513 -3.727 1.552
H 3.081 -4.858 0.329
H 0.603 -5.080 2.090
H 2.050 -6.065 2.251
H -0.720 -7.954 0.453
H -0.971 -6.739 1.666
H 0.832 -9.188 1.892
H -0.581 -8.763 2.839
H 0.909 -7.854 3.058
H 2.112 -6.420 -1.002
H 1.124 -7.836 -0.990
H 3.393 -7.427 1.044
H 3.597 -8.186 -0.529
H 2.547 -8.935 0.658
C 4.683 -2.163 -6.636
C 4.682 -0.672 -6.316
N 4.504 -0.380 -4.901
C 4.200 1.023 -4.635
C 5.271 2.058 -4.985
C 5.463 -0.991 -3.991
C 6.948 -0.699 -4.214
H 3.788 -2.651 -6.246
H 4.701 -2.308 -7.718
H 5.562 -2.665 -6.226
H 3.849 -0.229 -6.871
H 5.600 -0.221 -6.715
H 3.927 1.141 -3.581
H 3.289 1.282 -5.186
H 6.098 2.042 -4.276
H 4.838 3.061 -4.942
H 5.669 1.920 -5.992
H 5.324 -2.077 -4.031
H 5.201 -0.727 -2.962
H 7.241 -0.792 -5.262
H 7.550 -1.412 -3.645
H 7.222 0.296 -3.864
```

Computed properties:
HOMO level ... -0.2900 Eh
DFT total energy ... -4888.5402 a.u.
SMILES ... C[C@H](Br)CO[P@](=O)(O)OCC(=O)c1ccccc1.CCN(CC)CC.CCN(CC)CC.CCN(CC)CC.CCN(CC)CC
Orbital gap ... 0.2841 Ha
LUMO level ... -0.1603 eV

[3]
Here is a 7-piece molecular cluster, C35H75BO14 overall at a distorted geometry from the OMol25 dataset. Energies are from wB97M-V/def2-TZVPD.

Geometry as XYZ:
```
125
C35H75BO14, DFT wB97M-V/def2-TZVPD
O 0.558 2.808 3.644
C 0.926 1.528 3.750
O 1.191 0.624 2.586
C 0.483 -0.654 2.764
C 0.856 -1.815 1.668
C 0.564 -1.416 0.104
C 1.607 -0.322 -0.530
B 3.122 -0.972 -0.643
C 4.535 -0.090 -0.580
C 4.567 1.536 -0.210
C 6.053 2.272 -0.240
C 7.399 1.414 -0.615
C 7.374 -0.201 -0.933
C 5.921 -0.961 -0.916
H 1.112 1.021 4.814
H 0.826 -1.076 3.825
H -0.693 -0.511 2.845
H 0.163 -2.746 1.912
H 1.966 -2.198 1.851
H 0.712 -2.418 -0.525
H -0.569 -1.104 -0.094
H 1.638 0.713 0.016
H 1.235 -0.100 -1.637
H 3.190 -2.142 -0.823
H 3.586 2.118 0.055
H 6.158 3.429 -0.023
H 8.442 1.950 -0.667
H 8.333 -0.822 -1.197
H 5.828 -2.125 -1.141
C -1.746 -1.600 8.626
O -2.861 -1.225 7.823
C -2.617 -0.029 7.079
C -2.244 -0.342 5.624
O -0.990 -1.025 5.543
C -1.150 -2.428 5.362
H -1.887 -2.637 8.941
H -0.802 -1.528 8.080
H -1.708 -0.965 9.516
H -1.841 0.579 7.561
H -3.547 0.548 7.084
H -2.130 0.601 5.083
H -3.036 -0.918 5.131
H -1.415 -2.636 4.322
H -1.915 -2.844 6.026
H -0.197 -2.913 5.587
C -1.546 4.481 2.111
O -2.606 5.429 2.022
C -2.131 6.778 2.036
C -2.083 7.369 0.621
O -1.112 6.701 -0.189
C -1.702 5.745 -1.063
H -1.940 3.503 1.821
H -0.713 4.731 1.450
H -1.195 4.425 3.145
H -1.149 6.840 2.521
H -2.838 7.360 2.634
H -1.776 8.415 0.691
H -3.072 7.340 0.149
H -2.165 6.259 -1.910
H -2.451 5.129 -0.554
H -0.912 5.089 -1.437
C 6.186 -5.034 -0.693
O 7.091 -4.691 -1.739
C 7.954 -5.777 -2.087
C 7.467 -6.495 -3.352
O 6.213 -7.148 -3.130
C 5.116 -6.399 -3.641
H 5.394 -4.280 -0.669
H 5.728 -6.014 -0.849
H 6.713 -5.019 0.265
H 8.054 -6.479 -1.250
H 8.941 -5.350 -2.286
H 8.191 -7.272 -3.612
H 7.402 -5.801 -4.198
H 5.069 -6.513 -4.728
H 5.189 -5.337 -3.387
H 4.197 -6.796 -3.204
C 1.637 -6.824 6.431
O 2.660 -7.258 5.539
C 2.170 -7.472 4.213
C 2.497 -6.284 3.298
O 1.798 -5.105 3.706
C 2.625 -4.217 4.450
H 2.116 -6.421 7.327
H 1.011 -6.044 5.991
H 1.018 -7.678 6.718
H 1.092 -7.674 4.224
H 2.674 -8.361 3.825
H 2.160 -6.522 2.286
H 3.577 -6.105 3.258
H 3.291 -3.678 3.769
H 3.220 -4.743 5.203
H 1.982 -3.496 4.959
C -5.817 6.841 -3.295
O -5.217 5.954 -2.356
C -6.160 5.449 -1.406
C -6.619 4.032 -1.775
O -7.367 4.028 -2.994
C -6.583 3.608 -4.106
H -5.127 6.967 -4.134
H -6.765 6.456 -3.679
H -5.978 7.816 -2.825
H -7.016 6.127 -1.309
H -5.651 5.411 -0.439
H -7.286 3.668 -0.989
H -5.767 3.346 -1.836
H -6.469 2.521 -4.085
H -5.596 4.081 -4.116
H -7.110 3.890 -5.021
C -3.323 0.641 -8.269
O -3.395 1.641 -9.282
C -4.742 2.009 -9.586
C -5.134 3.320 -8.892
O -5.162 3.168 -7.470
C -3.989 3.680 -6.848
H -2.296 0.608 -7.896
H -3.991 0.855 -7.431
H -3.570 -0.333 -8.701
H -5.436 1.202 -9.322
H -4.797 2.158 -10.669
H -6.145 3.591 -9.205
H -4.462 4.136 -9.185
H -4.042 4.771 -6.807
H -3.079 3.376 -7.375
H -3.945 3.290 -5.828
```

Computed properties:
HOMO level ... -0.3150 Eh
DFT total energy ... -2456.0944 a.u.
SMILES ... O=COCCCCBc1ccccc1.COCCOC.COCCOC.COCCOC.COCCOC.COCCOC.COCCOC
Orbital gap ... 0.2981 Ha
LUMO level ... -0.4596 eV

[4]
Here is C35H80ClGaN9O10 as an isolated structure at a distorted geometry from the OMol25 dataset. Energies are from wB97M-V/def2-TZVPD.

Geometry as XYZ:
```
136
C35H80ClGaN9O10, DFT wB97M-V/def2-TZVPD
C -2.333 -3.728 1.795
C -1.974 -2.465 2.282
C -0.673 -1.686 1.992
Ga 0.137 -1.965 0.128
C -0.017 -3.862 -0.625
Cl -0.734 -0.524 -1.429
C 2.177 -1.610 0.340
C 3.019 -2.117 -0.873
C 2.895 -1.222 -2.139
O 3.392 0.074 -1.769
C 3.060 0.961 -2.847
H -1.793 -4.657 2.036
H -3.202 -3.768 1.107
H -2.694 -1.978 2.976
H 0.119 -1.823 2.773
H -0.951 -0.610 2.069
H 0.443 -3.858 -1.650
H -1.055 -4.231 -0.725
H 0.627 -4.521 -0.001
H 2.405 -0.558 0.600
H 2.472 -2.244 1.214
H 4.103 -2.137 -0.595
H 2.739 -3.156 -1.133
H 3.469 -1.645 -2.990
H 1.830 -1.125 -2.443
H 3.683 1.867 -2.774
H 3.272 0.447 -3.807
H 1.977 1.203 -2.838
C 7.989 2.174 -2.919
C 6.721 1.432 -2.588
O 5.940 1.031 -3.436
N 6.446 1.203 -1.276
C 7.230 1.588 -0.122
H 8.074 2.279 -3.998
H 7.971 3.166 -2.474
H 8.851 1.621 -2.556
H 5.577 0.700 -1.128
H 7.502 0.688 0.436
H 6.623 2.230 0.520
H 8.136 2.119 -0.406
C 12.756 3.133 -1.875
C 11.439 3.827 -2.101
O 10.382 3.213 -2.117
N 11.451 5.175 -2.288
C 12.592 6.067 -2.302
H 12.578 2.069 -1.742
H 13.411 3.272 -2.737
H 13.235 3.519 -0.974
H 10.534 5.568 -2.432
H 12.464 6.817 -1.518
H 12.635 6.572 -3.269
H 13.523 5.534 -2.137
C -3.820 0.751 0.423
C -3.659 1.408 1.772
O -2.891 0.986 2.623
N -4.415 2.512 2.025
C -5.375 3.154 1.154
H -3.167 -0.116 0.350
H -4.853 0.418 0.293
H -3.551 1.451 -0.369
H -4.265 2.905 2.941
H -5.066 4.188 0.989
H -6.342 3.149 1.648
H -5.458 2.647 0.195
C 4.169 -5.540 -3.766
C 2.809 -5.809 -3.172
O 1.927 -4.970 -3.173
N 2.587 -7.035 -2.624
C 3.503 -8.152 -2.532
H 4.191 -4.527 -4.161
H 4.941 -5.631 -3.000
H 4.369 -6.237 -4.583
H 1.655 -7.144 -2.243
H 3.068 -9.010 -3.051
H 3.640 -8.411 -1.480
H 4.469 -7.921 -2.971
C -10.290 -0.420 0.091
C -9.031 0.353 0.391
O -9.019 1.572 0.470
N -7.884 -0.350 0.575
C -7.690 -1.787 0.524
H -11.116 0.276 -0.030
H -10.174 -0.987 -0.834
H -10.523 -1.096 0.916
H -7.084 0.233 0.772
H -7.302 -2.126 1.486
H -6.956 -2.016 -0.251
H -8.615 -2.312 0.306
C -0.407 -7.521 -4.827
C -1.246 -7.816 -3.613
O -0.748 -8.159 -2.551
N -2.595 -7.690 -3.726
C -3.364 -7.298 -4.889
H 0.641 -7.665 -4.573
H -0.664 -8.202 -5.641
H -0.548 -6.487 -5.143
H -3.089 -7.903 -2.874
H -3.937 -6.401 -4.647
H -4.057 -8.104 -5.143
H -2.726 -7.094 -5.743
C -8.069 2.854 4.450
C -7.327 4.155 4.292
O -6.349 4.258 3.565
N -7.779 5.231 4.987
C -8.916 5.306 5.890
H -7.592 2.094 3.835
H -8.041 2.527 5.491
H -9.103 2.967 4.121
H -7.235 6.064 4.833
H -9.612 6.054 5.512
H -8.557 5.619 6.874
H -9.427 4.353 5.981
C 10.986 0.332 2.981
C 11.369 -0.234 1.639
O 12.126 0.351 0.879
N 10.839 -1.434 1.285
C 9.929 -2.272 2.043
H 11.483 1.289 3.120
H 9.907 0.491 3.030
H 11.300 -0.342 3.779
H 11.137 -1.751 0.376
H 10.398 -3.245 2.206
H 9.015 -2.414 1.463
H 9.678 -1.832 3.002
C -11.045 7.648 3.123
C -11.958 7.392 4.293
O -11.529 7.113 5.404
N -13.298 7.478 4.082
C -13.992 7.793 2.848
H -10.012 7.542 3.444
H -11.236 6.924 2.329
H -11.189 8.662 2.746
H -13.846 7.295 4.907
H -14.601 8.686 3.004
H -14.647 6.959 2.589
H -13.301 7.971 2.030
```

Computed properties:
HOMO level ... -0.1318 Eh
DFT total energy ... -5011.8424 a.u.
Orbital gap ... 0.1913 Ha
Total charge ... -1
LUMO level ... 1.6179 eV

- What is the formula in the first record?
  C35H72FN2O5

- Which of these has the lowest LUMO level?
  C35H72FN2O5